Here is a molecular structure, C11H12O10 at a distorted geometry from the Open Molecules 2025 dataset. Energies are from ωB97M-V/def2-TZVPD.

ORCA input file:
```
! RIJCOSX wB97M-V def2-TZVPD def2/J DEFGRID3
* xyz -2 1
O 3.0346 1.2422 2.4995
C 2.6711 0.8145 1.4342
O 2.0438 1.5474 0.4840
O 2.8919 -0.4283 0.9385
C 1.8867 -1.4199 1.1428
O 1.1617 -1.1813 2.3356
C -0.0876 -1.8729 2.1773
O -1.1588 -1.1586 2.7300
C -1.1639 0.2732 2.7589
C -1.1981 1.0043 1.4254
O -0.7716 2.3555 1.6212
H 1.7891 0.9578 -0.2845
H 2.3970 -2.3877 1.1953
H 1.2469 -1.3767 0.2590
H -0.1254 -2.0184 1.1035
H -0.0974 -2.8358 2.6992
H -2.0807 0.5051 3.3042
H -0.3339 0.6601 3.3540
H -2.2292 1.0795 1.0741
H -0.6328 0.4900 0.6472
H 0.2011 2.3568 1.6678
C 0.0970 1.2197 -3.1529
C -0.9663 0.9730 -4.0682
C -1.9496 -0.2127 -3.7374
O -2.9196 -0.3908 -4.4836
C -1.6667 -1.0168 -2.6105
C -0.6006 -0.7636 -1.7552
C 0.3171 0.4746 -2.0158
O 1.2127 0.6998 -1.1430
O -0.2472 -1.3995 -0.7398
O -1.1740 1.6255 -5.0903
H 0.7782 2.0458 -3.3391
H -2.3252 -1.8616 -2.4311
*
```

LUMO energy (eV): 5.4
Gap between HOMO and LUMO (eV): 6.621

Charges computed using Löwdin, reported in e:
1. O 0.083
2. C -0.612
3. O 0.081
4. O 0.027
5. C -0.194
6. O -0.057
7. C -0.223
8. O -0.101
9. C -0.174
10. C -0.212
11. O -0.080
12. H -0.178
13. H 0.134
14. H 0.087
15. H 0.086
16. H 0.128
17. H 0.114
18. H 0.118
19. H 0.121
20. H 0.101
21. H 0.072
22. C -0.002
23. C -0.381
24. C -0.400
25. O -0.036
26. C -0.022
27. C -0.360
28. C -0.266
29. O 0.049
30. O -0.083
31. O -0.013
32. H 0.100
33. H 0.092

***

Here is a single C11H12O2 molecule at a distorted geometry from the Open Molecules 2025 dataset. Energies are from ωB97M-V/def2-TZVPD.

ORCA input file:
```
! RIJCOSX wB97M-V def2-TZVPD def2/J DEFGRID3
* xyz 0 1
C 4.0983 -1.0477 0.6008
C 3.6946 0.2128 -0.2784
O 4.5568 0.9536 -0.6644
C 2.2530 0.5577 -0.4482
C 1.2091 0.0424 0.2278
C -0.1942 0.4665 0.1169
C -0.5528 1.8165 0.2462
C -1.8700 2.1838 0.1421
C -2.8321 1.2148 0.0587
C -2.5435 -0.1484 0.0347
C -3.5026 -1.1702 -0.4078
C -1.2191 -0.4281 0.0105
O -0.7675 -1.7911 -0.1232
H 5.1635 -1.1574 0.4071
H 3.6763 -2.0380 0.2856
H 3.9352 -0.7556 1.6470
H 2.1329 1.3142 -1.1903
H 1.3913 -0.8350 0.8277
H 0.2471 2.5706 0.2960
H -2.2514 3.2060 0.2867
H -3.9532 1.3838 0.0332
H -3.3130 -1.4901 -1.3825
H -3.4676 -2.1016 0.2168
H -4.4338 -0.6934 -0.4320
H -1.4571 -2.2665 -0.5108
*
```

SMILES: CC(=O)/C=C/c1cccc(C)c1O
LUMO energy (eV): 0.2
Relative energy (zero: lowest compared OMol25 entry of this formula, charge and spin) (kcal/mol): 38.59
Gap between HOMO and LUMO (eV): 9.205

Charges computed using Löwdin, reported in e:
1. C -0.020
2. C -0.431
3. O 0.075
4. C -0.009
5. C -0.010
6. C -0.159
7. C -0.021
8. C -0.093
9. C -0.047
10. C -0.231
11. C -0.032
12. C -0.196
13. O 0.053
14. H 0.063
15. H 0.088
16. H 0.081
17. H 0.108
18. H 0.113
19. H 0.126
20. H 0.115
21. H 0.135
22. H 0.075
23. H 0.115
24. H 0.064
25. H 0.038

***

Here is a single C11H12O2 molecule at a distorted geometry from the Open Molecules 2025 dataset. Energies are from ωB97M-V/def2-TZVPD.

ORCA input file:
```
! RIJCOSX wB97M-V def2-TZVPD def2/J DEFGRID3
* xyz 0 1
C -6.0545 0.2514 0.0417
C -4.7540 -0.1275 -0.0038
C -3.4640 -0.1638 0.4073
C -2.1959 -0.7021 -0.2296
O -1.1632 0.2670 0.1892
C 0.1475 0.1389 0.0857
C 0.8950 1.3503 0.0215
C 2.2175 1.3063 -0.1638
C 2.8249 0.1145 -0.3427
C 4.2896 0.1885 -0.2550
O 4.9264 -0.5086 0.8050
C 2.1331 -1.0860 -0.3072
C 0.8005 -1.1000 -0.0236
H -6.1979 1.0986 0.6700
H -6.9159 -0.2610 -0.4151
H -3.3693 0.2864 1.3536
H -2.1798 -0.5099 -1.2627
H -2.0255 -1.7004 -0.0506
H 0.2385 2.1914 0.0275
H 2.7994 2.1268 -0.3132
H 4.6165 -0.3022 -1.2309
H 4.6312 1.2047 -0.4054
H 4.7843 -0.0968 1.6839
H 2.7348 -1.9402 -0.3761
H 0.2807 -2.0265 0.0944
*
```

SMILES: C=C=CCOc1ccc(CO)cc1
LUMO energy (eV): -0.2
Relative energy (zero: lowest compared OMol25 entry of this formula, charge and spin) (kcal/mol): 133.68
Gap between HOMO and LUMO (eV): 7.899

Charges computed using Löwdin, reported in e:
1. C -0.009
2. C -0.042
3. C -0.070
4. C -0.107
5. O -0.056
6. C -0.277
7. C 0.015
8. C -0.065
9. C -0.251
10. C -0.249
11. O -0.053
12. C -0.020
13. C 0.003
14. H 0.046
15. H 0.057
16. H 0.098
17. H 0.116
18. H 0.091
19. H 0.115
20. H 0.089
21. H 0.143
22. H 0.109
23. H 0.106
24. H 0.107
25. H 0.105

***

Here is 2 unconnected molecules or ions with the total composition C11H12Si at a distorted geometry from the Open Molecules 2025 dataset. Energies are from ωB97M-V/def2-TZVPD.

ORCA input file:
```
! RIJCOSX wB97M-V def2-TZVPD def2/J DEFGRID3
* xyz 0 1
C -3.6602 -1.3544 0.3814
C -4.2191 -0.1505 0.6733
C -2.4067 -1.3002 -0.2894
C -3.6240 1.1193 0.4105
C -1.7804 -0.0856 -0.5445
C -2.3775 1.1707 -0.1358
C -0.6546 0.2420 -1.2817
C -0.3570 1.6590 -1.0910
C -1.4288 2.2312 -0.4800
C 5.3713 0.1533 0.3553
C 2.1673 -0.6493 0.6026
Si 3.7388 -0.1112 -0.3182
H -3.9795 -2.2242 0.7730
H -5.2118 -0.1377 1.1256
H -1.9002 -2.1289 -0.6700
H -4.0738 1.9391 1.0563
H 0.0825 -0.4246 -1.6359
H -1.5339 3.2266 -0.1539
H 0.4740 2.1474 -1.3979
H 5.7790 1.1044 0.4540
H 6.1150 -0.3116 -0.3993
H 1.3118 0.0873 0.5511
H 1.7377 -1.6580 0.3192
H 2.5936 -0.5673 1.5521
*
```

LUMO energy (spin up / spin down) (eV): -0.6 / -1.5
Relative energy (zero: lowest compared OMol25 entry of this formula, charge and spin) (kcal/mol): 88.91
Gap between HOMO and LUMO (spin up / spin down) (eV): 7.193 / 5.597

Charges computed using Löwdin, reported in e:
1. C -0.067
2. C -0.093
3. C 0.009
4. C -0.025
5. C -0.216
6. C -0.183
7. C -0.006
8. C -0.068
9. C -0.007
10. C -0.314
11. C -0.313
12. Si 0.725
13. H 0.065
14. H 0.103
15. H 0.092
16. H 0.132
17. H 0.093
18. H 0.095
19. H 0.064
20. H -0.095
21. H -0.023
22. H 0.017
23. H 0.048
24. H -0.032

***

Here is a molecular structure, C11H13B at a distorted geometry from the Open Molecules 2025 dataset. Energies are from ωB97M-V/def2-TZVPD.

ORCA input file:
```
! RIJCOSX wB97M-V def2-TZVPD def2/J DEFGRID3
* xyz 0 1
B 0.4181 -0.0144 -1.3737
C 0.8377 2.0940 1.4142
C 0.5784 2.2230 0.0621
C 0.3419 1.1321 2.3138
C -0.2995 1.1551 -0.5822
C -0.3844 0.0897 1.8083
C -0.7814 0.1335 0.3866
C -0.9302 -1.0788 2.4050
C -1.6112 -1.7184 1.3912
C -1.5744 -0.9838 0.1754
C 1.8482 -0.6063 -1.0229
C -0.2990 -0.6162 -2.6907
H 1.5964 2.6547 1.8713
H 1.1026 2.8992 -0.5636
H 0.4012 1.1375 3.3816
H -0.9774 1.7575 -1.2821
H -0.7771 -1.5362 3.4347
H -2.1674 -2.7265 1.5097
H -2.1526 -1.3371 -0.6971
H 1.8327 -0.6909 0.0617
H 2.6222 0.0610 -1.2390
H 1.8546 -1.6043 -1.5303
H -0.2284 -1.6691 -2.5433
H 0.0766 -0.4610 -3.7935
H -1.3274 -0.2941 -2.8972
*
```

LUMO energy (eV): -0.5
Relative energy (zero: lowest compared OMol25 entry of this formula, charge and spin) (kcal/mol): 37.61
Gap between HOMO and LUMO (eV): 7.539

Charges computed using Löwdin, reported in e:
1. B -0.375
2. C -0.079
3. C 0.011
4. C 0.016
5. C -0.167
6. C -0.211
7. C -0.164
8. C -0.058
9. C -0.098
10. C -0.048
11. C -0.006
12. C -0.051
13. H 0.082
14. H 0.100
15. H 0.118
16. H 0.170
17. H 0.128
18. H 0.131
19. H 0.124
20. H 0.067
21. H 0.042
22. H 0.082
23. H 0.037
24. H 0.101
25. H 0.049

***

Here is a molecular structure, C11H13BN5O4S4SbSn from the Open Molecules 2025 dataset. Energies are from ωB97M-V/def2-TZVPD.

ORCA input file:
```
! RIJCOSX wB97M-V def2-TZVPD def2/J DEFGRID3
* xyz -1 2
Sn -0.2488 1.9867 -0.5067
S 2.1978 3.7312 2.8509
Sb 0.6624 4.9862 1.7689
S -1.4771 3.4914 2.2116
S 0.6978 4.2515 -0.5885
O -1.2446 -4.4890 -2.2376
C -0.7380 -3.8655 -3.1950
O -0.5849 -4.1611 -4.3861
C -0.2517 -2.4647 -2.7807
C 0.6675 -2.3128 -1.7409
C 0.9553 -1.0575 -1.2561
N 0.3630 0.0481 -1.7244
C -0.4573 -0.0848 -2.7755
C -0.7610 -1.3028 -3.3489
C -1.0772 1.2008 -3.2728
O -1.7023 1.2447 -4.3054
O -0.8544 2.2335 -2.4909
H 1.1045 -3.1868 -1.2776
H 1.6492 -0.9389 -0.4324
H -1.4361 -1.3337 -4.1925
N 2.9177 1.7171 0.1768
N 1.6684 1.4190 0.8256
H 3.5688 2.0095 0.9013
H 2.7528 2.5494 -0.3849
H 1.5756 1.9931 1.6796
H 1.7143 0.4466 1.1133
B 0.5708 0.2399 4.2908
C -0.1389 1.4235 3.5533
N -0.7386 2.2424 2.9979
H -0.3213 -0.5256 4.5828
H 1.1284 0.6936 5.2572
H 1.3463 -0.2448 3.4928
S -1.2621 -2.6518 1.6242
C -2.1131 -2.4298 0.1605
C -2.1506 -1.1092 -0.1421
N -1.4947 -0.2820 0.7377
C -0.9946 -0.9676 1.7260
H -2.4657 -3.2628 -0.4260
H -2.6041 -0.6896 -1.0272
H -0.4235 -0.5473 2.5411
*
```

LUMO energy (spin up / spin down) (eV): 1.6 / -0.3
Relative energy (zero: lowest compared OMol25 entry of this formula, charge and spin) (kcal/mol): 0.55
Gap between HOMO and LUMO (spin up / spin down) (eV): 7.584 / 5.795
Expectation value of S²: 0.76

Charges computed using Löwdin, reported in e:
1. Sn 1.007
2. S -0.146
3. Sb 0.397
4. S 0.417
5. S -0.112
6. O -0.038
7. C -0.708
8. O -0.010
9. C -0.083
10. C 0.008
11. C -0.121
12. N -0.006
13. C -0.210
14. C 0.069
15. C -0.576
16. O 0.100
17. O -0.248
18. H 0.128
19. H 0.102
20. H 0.139
21. N -0.029
22. N -0.195
23. H 0.050
24. H 0.002
25. H -0.101
26. H 0.063
27. B -0.405
28. C -0.154
29. N -0.436
30. H 0.035
31. H 0.024
32. H 0.026
33. S 1.050
34. C -0.376
35. C -0.257
36. N -0.073
37. C -0.491
38. H 0.066
39. H 0.114
40. H -0.021